The following is a DFT calculation (the ωB97M-V functional and the def2-TZVPD basis) of a cluster of 3 separate species, C4H15NO2 in total in a non-equilibrium geometry.

Computed properties:
Calculated total energy ... -9974.8167 eV
Net charge ... 0
HOMO ... -8.77 eV

Geometry (Å):
C -1.8842 -1.6889 -0.2937
C -2.0265 -0.3387 -1.2112
C -0.8441 0.1255 -1.8632
C 0.2546 0.2309 -0.6946
N 1.4689 0.8042 -1.1638
H -2.8687 -1.8918 0.2163
H -1.1290 -1.7931 0.5744
H -1.7676 -2.5105 -0.9221
H -2.9129 -0.4844 -1.8544
H -2.1815 0.4730 -0.4909
H -0.6184 -0.4967 -2.7205
H -0.8992 1.1250 -2.2004
H 0.2640 -0.8494 -0.3237
H -0.0336 0.9135 0.1322
H 1.2944 1.6572 -1.6804
H 2.0504 0.2953 -1.8891
O 1.3869 1.8838 2.6124
H 0.9203 1.5697 3.4132
H 0.9268 2.6650 2.2120
O 2.6950 -0.6558 3.0101
H 2.9932 -1.3189 2.3939
H 2.9113 0.2850 2.7437

Cartesian forces, eV/Å:
C -1.1 1.6 1.5
C -2.4 -1.5 3.2
C 2.8 0.0 0.9
C -1.0 -1.7 -1.6
N 2.9 -0.3 -1.6
H 0.8 0.5 -0.5
H -1.0 0.7 -1.6
H 0.5 -1.5 -1.2
H 0.3 0.1 0.3
H -1.1 -0.2 0.1
H 1.0 -0.3 0.0
H -0.6 1.2 -0.7
H 1.1 1.8 -0.2
H -0.6 -0.7 -0.4
H -0.3 0.3 0.4
H -1.3 0.0 1.5
O -0.5 0.7 -0.1
H 0.1 0.6 -0.8
H 0.5 -1.2 1.0
O -0.1 1.6 0.7
H 0.3 0.4 -0.5
H -0.3 -2.0 -0.2

***

The following is a DFT calculation (the ωB97M-V functional and the def2-TZVPD basis) of a cluster of 3 separate species, C4H15NO2 in total.

Computed properties:
Calculated total energy ... -9976.3453 eV
Net charge ... 0
HOMO ... -9.58 eV

Geometry (Å):
C -0.5574 -2.4729 0.1811
C -1.2798 -1.1268 0.2561
N -0.3615 -0.0596 0.7074
C -1.0225 1.2232 0.8919
C -0.3764 2.0035 2.0238
H 0.4766 -2.3554 -0.1327
H -0.5715 -2.9825 1.1516
H -1.0554 -3.1210 -0.5381
H -2.1545 -1.2021 0.9274
H -1.6052 -0.8450 -0.7444
H 0.0459 -0.3435 1.5944
H -2.1026 1.1788 1.1117
H -0.9304 1.7783 -0.0516
H 0.6943 2.1336 1.8653
H -0.5143 1.4526 2.9522
H -0.8820 2.9445 2.2108
O 3.1914 -0.4351 -3.7889
H 3.3766 0.1007 -3.0028
H 2.2362 -0.5705 -3.7651
O 1.5236 0.9136 -1.3363
H 1.0057 0.2706 -0.8215
H 0.8632 1.5151 -1.6926

Cartesian forces, eV/Å:
C -0.4 0.0 0.3
C 0.6 0.1 0.2
N -0.5 -0.7 0.2
C 0.0 0.8 -0.1
C 0.0 -0.3 0.2
H 0.1 0.1 -0.1
H 0.1 0.1 -0.1
H 0.0 -0.1 0.0
H 0.1 0.0 -0.3
H -0.3 0.0 0.0
H 0.0 0.0 -0.1
H 0.2 -0.5 -0.1
H -0.1 0.1 0.1
H -0.1 0.2 0.0
H 0.1 -0.2 0.2
H 0.1 0.3 -0.3
O 0.0 0.1 0.1
H -0.3 -0.2 -0.2
H 0.2 0.1 0.1
O 0.1 -0.1 -0.3
H 0.0 0.2 0.3
H 0.1 0.0 0.0

***

The following is a DFT calculation (the ωB97M-V functional and the def2-TZVPD basis) of a cluster of 4 separate species, C4H15NO2 in total in a non-equilibrium geometry.

Computed properties:
Calculated total energy ... -9970.6895 eV
Net charge ... 0
HOMO ... -9.67 eV

Geometry (Å):
C -0.4629 1.9379 0.9807
C 0.6740 1.6015 0.0384
C 0.1724 0.7065 -1.0914
N -0.3311 -0.6093 -0.6063
C -0.8539 -1.3910 -1.7458
H -0.9182 1.0623 1.4418
H -1.2549 2.4330 0.4238
H -0.1434 2.5846 1.7963
H 1.5278 1.0994 0.4862
H 1.0010 2.5159 -0.4650
H 0.9238 0.4971 -1.8610
H -0.6187 1.2041 -1.6597
H 0.4605 -1.2812 -0.1717
H -1.2608 -2.3670 -1.4775
H -0.1327 -1.5327 -2.5497
H -1.7678 -0.9105 -2.1105
H 2.3662 -1.2808 0.9655
H 1.3374 -1.3075 -0.7188
O 1.4280 -1.2318 1.1902
H -1.4099 -1.2918 2.0234
H 0.0692 -1.3142 2.3596
O -0.8059 -1.1244 2.7514

Cartesian forces, eV/Å:
C -0.1 -0.1 0.4
C -0.3 -0.2 -1.0
C 0.2 -0.3 -0.1
N 1.6 -1.9 -1.9
C -1.5 0.1 -0.2
H 0.3 -0.1 0.0
H -0.1 0.3 -0.1
H 0.0 0.1 0.0
H -0.1 0.2 0.4
H 0.3 0.0 0.2
H 0.2 0.4 0.1
H -0.3 -0.2 0.3
H -1.5 1.4 1.0
H 0.6 -0.1 0.6
H -0.1 0.2 -0.2
H 0.4 0.4 -0.3
H 0.3 -0.1 0.8
H -0.8 0.5 2.4
O 1.2 -0.6 -2.5
H -0.1 0.0 0.0
H -0.2 0.2 0.1
O 0.1 -0.2 0.0

***

The following is a DFT calculation (the ωB97M-V functional and the def2-TZVPD basis) of a cluster of 3 separate species, C4H15NO2 in total in a non-equilibrium geometry.

Computed properties:
Calculated total energy ... -9975.5698 eV
Net charge ... 0
HOMO ... -9.68 eV

Geometry (Å):
C -0.9062 1.3731 1.6603
C -0.3698 -0.0751 1.9333
C 0.1141 -0.9059 0.7123
N 0.7190 -0.3112 -0.5657
C 0.6385 -1.3125 -1.6265
H -1.7703 1.2669 0.9992
H -1.0937 1.9272 2.6157
H -0.2125 1.9476 1.1200
H 0.5341 -0.0256 2.5645
H -1.1770 -0.6792 2.4385
H 0.9343 -1.5861 1.1135
H -0.6307 -1.6373 0.4625
H 0.1004 0.4968 -0.7742
H 1.1218 -2.2164 -1.2339
H -0.3696 -1.5991 -1.9825
H 1.1365 -0.9690 -2.5663
O 3.0305 1.1089 0.0899
H 2.2243 0.5987 -0.1793
H 3.5588 0.5042 0.5750
O -2.6944 0.8255 -2.1134
H -2.0006 0.1401 -2.2229
H -2.8875 1.1282 -3.0198

Cartesian forces, eV/Å:
C -0.5 -1.6 0.9
C 0.4 0.7 -0.2
C 1.8 -1.2 0.1
N -2.3 0.7 1.4
C 0.3 0.0 -0.9
H -0.3 0.4 0.4
H -0.2 -0.7 -0.9
H 1.2 0.7 -0.7
H -0.7 0.2 0.2
H 1.0 0.6 -0.4
H -0.7 0.8 -0.4
H -0.9 -0.1 -0.6
H 0.6 -0.6 -0.2
H 0.0 0.1 -0.4
H 0.0 0.1 0.6
H 0.1 -0.2 0.9
O -1.0 0.7 -0.7
H 0.5 0.1 0.1
H 0.7 -0.8 0.7
O 0.6 -0.5 -0.6
H -0.7 0.6 0.0
H 0.1 -0.2 0.6

***

The following is a DFT calculation (the ωB97M-V functional and the def2-TZVPD basis) of a cluster of 3 separate species, C4H15NO2 in total in a non-equilibrium geometry.

Computed properties:
Spin multiplicity ... 2
Calculated total energy ... -9967.1113 eV
Net charge ... +1
HOMO (alpha / beta) ... -14.33 / -14.33 eV

Geometry (Å):
C -0.7229 -0.6390 -2.1542
N -0.3307 -1.1665 -0.8699
C -1.0978 0.8284 0.3104
C -1.1188 -0.7568 0.3038
C -2.5663 -1.2040 0.2710
H 0.0266 -0.1118 -2.7437
H -0.8193 -1.5806 -2.7532
H -1.7279 -0.2343 -2.2235
H 0.6422 -0.8896 -0.7462
H -2.0056 1.2054 -0.1499
H -1.0788 1.1215 1.3621
H -0.1902 1.2225 -0.1408
H -0.6796 -1.1523 1.2118
H -3.0572 -0.7091 -0.5768
H -2.7791 -2.2567 0.0892
H -3.0917 -0.9997 1.2026
H 4.0365 -0.3781 1.6295
H 2.6561 -0.7921 1.1910
O 3.2814 -0.9283 1.8802
H 2.9692 3.2418 1.4225
H 4.2679 3.2468 0.8676
O 3.3859 2.9326 0.6163

Cartesian forces, eV/Å:
C -0.7 -2.6 -1.4
N -0.1 3.6 0.1
C 0.5 -0.6 0.6
C -0.9 -0.4 0.4
C -0.8 -0.3 -1.1
H 0.2 0.3 0.7
H -0.1 0.3 -0.1
H 0.1 0.3 0.5
H 0.4 -1.1 0.3
H 0.1 0.1 -0.2
H -0.1 0.0 -0.1
H -0.1 0.2 -0.1
H 0.6 0.0 -0.1
H -0.3 0.1 0.5
H 0.7 -0.3 0.1
H 0.2 0.5 -0.1
H -0.1 -0.1 0.1
H -0.7 0.2 -0.8
O 0.8 0.0 0.7
H -0.9 -0.1 0.2
H 0.3 -0.3 -0.8
O 0.6 0.3 0.7

***

The following is a DFT calculation (the ωB97M-V functional and the def2-TZVPD basis) of a cluster of 3 separate species, C4H15NO2S in total in a non-equilibrium geometry.

Computed properties:
Calculated total energy ... -20810.4023 eV
Net charge ... 0
HOMO ... -8.08 eV

Geometry (Å):
C 0.6455 0.5526 3.6953
N 0.8763 0.6016 2.2337
C 0.5512 -0.6310 1.5060
C -0.9766 -0.4414 1.1838
C -1.6531 -1.8165 0.9956
S -3.3714 -2.1166 1.4591
H 0.2105 -0.4151 3.9313
H 0.0435 1.4271 3.9434
H 1.6279 0.6075 4.2425
H 0.6217 1.4499 1.7652
H 0.7336 -1.6008 1.9753
H 1.2232 -0.6251 0.6397
H -1.0191 0.1434 0.2883
H -1.4549 -0.0207 2.0786
H -1.1070 -2.4708 1.7094
H -1.3950 -2.3064 0.0258
H -3.9504 -1.2111 0.6551
O 1.9748 0.1611 -4.5116
H 2.8873 -0.1193 -4.5696
H 2.0191 1.0975 -4.7362
O 0.7705 2.7934 -5.9819
H -0.0528 2.4486 -5.6365
H 0.7954 2.4920 -6.8924

Cartesian forces, eV/Å:
C 1.3 0.7 -1.1
N 1.7 -1.5 1.5
C -1.0 2.1 -0.8
C 0.2 -2.4 0.3
C 1.4 -1.2 -0.3
S 0.0 0.4 -0.1
H -0.5 0.2 0.3
H -0.2 -0.4 0.6
H -0.9 0.0 -0.4
H -0.3 -0.1 0.0
H 0.2 0.5 0.8
H -0.6 -0.2 -0.3
H -0.5 0.7 -0.3
H 0.2 0.4 -0.5
H -0.5 0.1 -0.2
H -0.5 0.6 0.4
H 0.0 -0.1 0.0
O -0.1 0.2 0.0
H 0.3 -0.2 0.0
H -0.2 0.1 -0.1
O 0.3 0.1 0.1
H -0.3 -0.1 0.1
H 0.0 0.0 -0.1